# C6H14O

A cluster of 2 separate species, C6H14O in total (ωB97M-V/def2-TZVPD, the Open Molecules 2025 dataset).

Calculated values
- relative energy (zero: lowest compared OMol25 entry of this formula, charge and spin) (eV) = 1.608
- LUMO level (hartree) = 0.0378
- SMILES = C=CCCOC.C
- HOMO-LUMO gap (eV) = 10.81

```
! RIJCOSX wB97M-V def2-TZVPD def2/J DEFGRID3
* xyz 0 1
O -1.266 2.007 0.595
C 0.547 -1.081 1.587
C 0.269 -2.378 1.487
C -0.341 0.961 0.435
C 1.190 -1.470 -2.318
C -0.479 0.016 1.622
C -1.220 2.926 -0.464
H 1.049 -1.642 -1.248
H 1.590 -0.765 1.639
H 1.870 -0.627 -2.465
H -0.758 -2.736 1.433
H -0.368 0.611 2.538
H -0.228 3.396 -0.550
H -1.458 2.447 -1.428
H -1.491 -0.405 1.629
H 0.226 -1.246 -2.783
H -1.965 3.699 -0.259
H 1.053 -3.130 1.461
H 1.615 -2.364 -2.782
H -0.524 0.418 -0.509
H 0.688 1.362 0.382
*
```

=====

# C6H41NO14

A cluster of 15 separate species, C6H41NO14 in total at a distorted geometry (ωB97M-V/def2-TZVPD, the Open Molecules 2025 dataset).

Calculated values
- relative energy (zero: lowest compared OMol25 entry of this formula, charge and spin) (eV) = 3.838
- LUMO level (hartree) = 0.0051
- HOMO-LUMO gap (eV) = 8.17

```
! RIJCOSX wB97M-V def2-TZVPD def2/J DEFGRID3
* xyz 0 1
O -1.193 3.123 2.302
O -3.428 -1.948 -0.774
O 1.529 3.136 2.845
O 2.052 1.455 -3.727
O 2.040 -1.289 4.108
O 3.019 -2.427 -2.089
O -1.750 -2.038 -2.902
O -0.844 2.724 -3.456
O -0.419 0.548 2.693
O 1.009 -1.899 -3.782
O -2.918 -1.487 1.833
O 3.964 0.008 -1.471
O -3.541 1.579 3.149
O 2.281 0.674 2.337
N 0.514 2.684 -0.344
C -1.676 0.746 -0.808
C -0.218 0.450 -0.513
C 0.075 -1.031 -0.701
C -0.078 -3.225 0.555
C 0.169 -1.728 0.714
C 0.786 1.284 -0.219
H -1.920 -1.420 -3.617
H -4.014 -1.313 -1.119
H -0.647 -1.372 1.328
H 1.093 -0.984 -3.735
H 1.719 -1.925 4.662
H -0.121 -3.488 -0.629
H -2.983 -1.541 0.789
H -2.734 -2.038 -1.448
H -1.830 2.966 3.043
H -2.152 -0.205 -0.339
H -0.767 -2.169 -3.008
H 0.530 3.140 2.664
H -4.080 2.040 2.465
H 0.631 -3.855 1.095
H 1.044 -1.216 -1.209
H 1.305 -0.894 3.595
H -1.883 0.526 -1.801
H 3.754 0.402 -0.630
H 2.605 1.824 -4.300
H 1.022 -1.438 1.180
H -3.622 -2.193 2.047
H -1.237 2.123 2.179
H 1.590 3.423 3.735
H 3.810 -2.671 -2.483
H 1.235 1.904 -3.576
H -0.981 -3.628 0.894
H -1.650 2.301 -3.576
H 1.716 -2.202 -3.211
H -0.658 -1.643 -1.341
H -3.285 0.734 2.755
H 2.201 1.633 2.571
H 0.458 0.710 2.261
H 1.090 3.287 0.175
H -1.988 1.719 -0.316
H -0.583 2.953 -2.570
H 3.375 0.525 -2.048
H 3.286 -1.672 -1.558
H 2.755 0.361 3.060
H -0.895 -0.084 2.229
H 1.859 1.085 0.003
H -0.427 2.953 0.037
*
```

=====

# C6H6O2S3

The molecule C6H6O2S3 at a distorted geometry (ωB97M-V/def2-TZVPD, the Open Molecules 2025 dataset).

Calculated values
- relative energy (zero: lowest compared OMol25 entry of this formula, charge and spin) (eV) = 0.000
- LUMO level (hartree) = -0.0221
- SMILES = COC(=O)c1c(C)ssc1=S
- HOMO-LUMO gap (eV) = 7.74

```
! RIJCOSX wB97M-V def2-TZVPD def2/J DEFGRID3
* xyz 0 1
S -0.394 -3.235 0.344
S -3.329 0.097 -0.138
S -2.967 -1.929 -0.032
O 1.091 0.830 0.792
O 1.507 -0.971 -0.443
C -1.426 2.072 0.134
C -0.740 -0.437 0.108
C 0.696 -0.128 0.198
C -1.230 -1.833 0.088
C -1.654 0.582 0.061
C 2.885 -0.640 -0.391
H 3.054 0.238 -1.062
H 3.444 -1.528 -0.788
H -2.323 2.553 -0.261
H -0.567 2.354 -0.427
H 3.200 -0.407 0.638
H -1.246 2.383 1.178
*
```

=====

# C27H40N10O3P2Sc

A structure of composition C27H40N10O3P2Sc (ωB97M-V/def2-TZVPD, the Open Molecules 2025 dataset).

Calculated values
- relative energy (zero: lowest compared OMol25 entry of this formula, charge and spin) (eV) = 0.600
- LUMO level (hartree) = -0.3234
- HOMO-LUMO gap (eV) = 7.52

```
! RIJCOSX wB97M-V def2-TZVPD def2/J DEFGRID3
* xyz 3 1
Sc 0.935 0.284 0.784
P -2.133 -0.100 -0.515
P -0.015 0.664 -2.413
O -1.518 0.513 -1.879
O 0.970 0.463 -1.271
O -1.133 -0.010 0.608
N 0.074 -4.557 1.798
N 0.728 -1.950 1.176
N -3.399 0.851 -0.189
N 0.144 2.346 1.399
N 0.249 -0.477 -3.529
N 3.108 -0.349 0.982
N -2.417 -1.650 -0.930
N -0.033 2.175 -2.991
N 0.195 -5.155 -0.416
N 1.742 0.896 2.779
C 0.483 -2.313 2.445
C 0.651 -2.870 0.226
C -3.693 1.357 1.158
C -4.539 0.848 -1.118
C 1.343 1.940 4.866
C -2.943 -2.054 -2.242
C 2.370 1.186 5.418
C -2.862 -2.522 0.173
C -0.478 -0.346 -4.802
C 1.067 1.783 3.520
C 2.800 0.241 3.276
C 1.425 -1.345 -3.578
C -1.220 2.989 -3.280
C -0.557 3.133 0.577
C 3.589 -0.476 2.239
C 4.765 -1.148 2.505
C 0.323 -4.205 0.536
C 1.178 2.567 -3.735
C 5.488 -1.688 1.449
C 3.135 0.350 4.614
C 5.014 -1.532 0.157
C 0.157 -3.628 2.735
C 3.817 -0.864 -0.027
C -0.595 3.669 3.244
C -1.320 4.481 2.383
C -1.289 4.219 1.023
C 0.140 2.623 2.719
H -4.096 2.366 1.072
H 0.799 2.647 5.475
H 6.417 -2.211 1.637
H 1.862 -1.445 -2.588
H -0.056 -3.937 3.751
H 1.125 -2.330 -3.935
H 0.160 0.077 -5.581
H -2.395 -2.217 1.109
H -0.516 2.891 -0.478
H -1.546 2.866 -4.315
H 1.428 3.600 -3.497
H 2.025 1.944 -3.447
H -3.947 -2.503 0.294
H -2.785 1.386 1.754
H 2.182 -0.951 -4.259
H -1.818 4.845 0.319
H 2.607 1.286 6.469
H -4.939 1.859 -1.192
H 1.026 2.483 -4.813
H 0.534 -1.557 3.217
H 3.982 -0.177 5.027
H -0.592 3.871 4.306
H 0.074 -6.105 -0.095
H -1.352 0.295 -4.683
H -4.432 0.733 1.663
H 5.132 -1.239 3.517
H -1.889 5.316 2.772
H -5.335 0.185 -0.774
H -4.224 0.539 -2.115
H 3.407 -0.720 -1.019
H -2.038 2.728 -2.614
H -4.034 -2.061 -2.256
H -2.593 -3.064 -2.453
H 5.559 -1.916 -0.693
H 0.824 -2.554 -0.797
H -2.559 -3.545 -0.051
H 0.615 -5.037 -1.322
H -2.578 -1.393 -3.022
H -0.962 4.037 -3.129
H -0.820 -1.328 -5.126
*
```

=====

# C2HClO

A cluster of 2 separate species, C2HClO in total at a distorted geometry (ωB97M-V/def2-TZVPD, the Open Molecules 2025 dataset).

Calculated values
- relative energy (zero: lowest compared OMol25 entry of this formula, charge and spin) (eV) = 2.744
- LUMO level (hartree) = -0.0351
- HOMO-LUMO gap (eV) = 8.33

```
! RIJCOSX wB97M-V def2-TZVPD def2/J DEFGRID3
* xyz 0 1
Cl -0.202 -1.483 2.090
O 1.493 1.070 -2.177
C 0.429 0.712 -1.891
C -0.363 -0.348 0.899
H -1.357 0.050 1.079
*
```

=====

# C8H15N6

The ion C8H15N6 with charge +1 at a distorted geometry (ωB97M-V/def2-TZVPD, the Open Molecules 2025 dataset).

Calculated values
- relative energy (zero: lowest compared OMol25 entry of this formula, charge and spin) (eV) = 3.369
- LUMO level (hartree) = -0.1259
- SMILES = CC[N+](CC)=N/N=C\c1c[nH]c(N)n1
- HOMO-LUMO gap (eV) = 8.56

```
! RIJCOSX wB97M-V def2-TZVPD def2/J DEFGRID3
* xyz 1 1
N 0.441 1.385 -0.282
N -0.784 1.400 0.075
N 0.831 1.501 -1.476
N 1.866 -2.601 -0.655
N 1.109 -0.628 -0.196
N 0.962 -2.019 1.665
C 1.291 0.556 -2.156
C -2.301 -0.445 -0.691
C 1.315 -1.790 0.361
C -1.847 1.041 -0.814
C 2.055 -1.835 -1.807
C -1.059 1.221 1.444
C 1.562 -0.624 -1.504
C -0.145 2.242 2.145
H 0.931 -1.262 2.306
H -3.043 -0.677 0.145
H -0.552 2.667 3.014
H 0.110 3.158 1.518
H 0.799 1.651 2.403
H 2.428 -3.512 -0.527
H -1.491 1.236 -1.849
H -0.738 0.294 1.767
H -1.440 -1.031 -0.626
H 2.527 -2.309 -2.716
H 1.641 0.720 -3.144
H -2.131 1.616 1.527
H -2.652 1.601 -0.479
H 1.189 -2.908 2.086
H -2.871 -0.650 -1.534
*
```

=====

# C18H36Br16F4NO

A cluster of 8 separate species, C18H36Br16F4NO in total at a distorted geometry (ωB97M-V/def2-TZVPD, the Open Molecules 2025 dataset).

Calculated values
- LUMO level (hartree) = -0.1272
- HOMO-LUMO gap (eV) = 6.75

```
! RIJCOSX wB97M-V def2-TZVPD def2/J DEFGRID3
* xyz 1 1
Br -3.652 -3.138 7.453
Br -4.472 -4.235 13.232
Br 4.844 4.590 -8.482
Br 8.040 2.934 -7.745
Br 2.251 -2.315 -0.083
Br -1.258 -2.937 -1.027
Br 4.371 0.320 -1.560
Br -3.798 -6.433 9.840
Br 1.332 3.558 -0.217
Br -2.093 -1.824 11.776
Br -1.064 -7.130 7.484
Br 1.270 3.736 -9.161
Br -3.620 -3.770 3.807
Br -1.232 -2.428 2.656
Br -0.516 6.079 -11.372
Br -0.858 0.947 1.213
F 2.330 2.748 -6.095
F 0.371 3.173 -5.299
F -0.020 6.172 -5.307
F 1.934 2.435 -4.001
O 2.079 4.482 -4.685
N 0.855 5.803 -6.275
C 1.748 -0.667 -0.963
C -1.906 -6.679 10.192
C 1.681 3.206 -5.024
C -1.318 2.633 0.370
C 2.645 -0.364 -2.134
C -0.423 2.942 -0.801
C -3.879 -2.325 11.190
C 1.273 5.343 -11.543
C -1.065 -6.057 9.108
C 1.328 3.904 -11.107
C -4.816 -2.541 12.348
C -1.017 -4.216 0.417
C 6.778 3.754 -6.526
C 5.357 3.487 -6.946
C 2.197 5.374 -5.726
C -1.911 -3.933 1.598
C -4.396 -4.627 6.447
C -3.506 -5.021 5.301
H 0.039 -4.202 0.670
H -4.475 -5.445 7.161
H -2.349 2.517 0.042
H -1.914 -4.790 2.257
H 2.657 6.273 -5.322
H -4.223 -1.499 10.572
H -1.277 -5.180 -0.017
H 1.026 6.652 -6.834
H 1.528 5.422 -12.597
H 5.190 2.455 -7.237
H 7.011 4.814 -6.492
H -1.417 -5.068 8.828
H -1.267 3.397 1.139
H 2.839 -1.235 -2.751
H 2.211 0.424 -2.744
H 0.503 3.309 -11.484
H 1.762 0.114 -0.209
H -2.458 -5.066 5.582
H -5.387 -4.325 6.126
H -0.261 2.080 -1.442
H 0.422 5.131 -6.932
H -4.742 -1.769 13.107
H -3.768 -3.215 10.577
H -3.816 -5.983 4.900
H 0.725 -0.828 -1.299
H 4.671 3.752 -6.145
H 2.815 5.052 -6.574
H 6.970 3.305 -5.554
H -0.025 -6.000 9.419
H -5.841 -2.601 11.989
H -1.743 -7.746 10.300
H 1.931 5.980 -10.962
H -0.835 3.761 -1.387
H -2.921 -3.692 1.290
H 2.271 3.450 -11.401
H -1.718 -6.185 11.143
*
```

=====

# C7H3N3O

The molecule C7H3N3O at a distorted geometry (ωB97M-V/def2-TZVPD, the Open Molecules 2025 dataset).

Calculated values
- relative energy (zero: lowest compared OMol25 entry of this formula, charge and spin) (eV) = 1.597
- LUMO level (alpha / beta) (hartree) = -0.0763 / -0.0935
- HOMO-LUMO gap (alpha / beta) (eV) = 7.43 / 6.40

```
! RIJCOSX wB97M-V def2-TZVPD def2/J DEFGRID3
* xyz 0 1
O 1.190 -1.178 -0.027
N 4.506 -0.359 0.177
N -4.085 1.409 -0.001
N 1.048 2.257 -0.245
C 1.491 1.202 -0.136
C -3.020 1.011 0.151
C 3.363 -0.282 0.101
C -1.299 -0.636 -0.191
C -0.084 -1.386 -0.137
C -1.711 0.548 0.333
C 1.981 -0.108 -0.015
H -1.058 1.204 0.895
H -2.079 -1.224 -0.668
H -0.243 -2.457 -0.238
*
```

=====

# C3H6OS

The molecule C3H6OS at a distorted geometry (ωB97M-V/def2-TZVPD, the Open Molecules 2025 dataset).

Calculated values
- relative energy (zero: lowest compared OMol25 entry of this formula, charge and spin) (eV) = 1.144
- LUMO level (hartree) = 0.0008
- SMILES = CC(=S)CO
- HOMO-LUMO gap (eV) = 8.61

```
! RIJCOSX wB97M-V def2-TZVPD def2/J DEFGRID3
* xyz 0 1
S -2.026 -0.884 -1.071
O 0.295 1.225 1.083
C -0.626 -0.425 -0.431
C 0.617 -0.192 -1.170
C -0.483 0.081 1.018
H -1.548 0.328 1.328
H 0.753 -0.749 -2.115
H 1.049 0.980 1.629
H 1.476 -0.444 -0.534
H 0.563 0.843 -1.362
H -0.069 -0.763 1.625
*
```

=====

# C3H13NO2

A cluster of 3 separate species, C3H13NO2 in total at a distorted geometry (ωB97M-V/def2-TZVPD, the Open Molecules 2025 dataset).

Calculated values
- relative energy (zero: lowest compared OMol25 entry of this formula, charge and spin) (eV) = 1.099
- LUMO level (hartree) = 0.0324
- SMILES = CC(C)N.O.O
- HOMO-LUMO gap (eV) = 10.67

```
! RIJCOSX wB97M-V def2-TZVPD def2/J DEFGRID3
* xyz 0 1
O -1.408 -0.126 -2.602
O 0.693 -1.835 -1.905
N 1.389 0.452 0.091
C -0.425 -0.823 1.234
C 0.407 0.438 1.248
C -0.509 1.735 1.277
H -0.277 2.373 2.097
H -2.190 -0.494 -2.138
H 1.057 0.465 2.230
H -0.540 2.278 0.307
H 0.276 -1.689 1.252
H 1.035 -1.080 -1.373
H 1.062 0.904 -0.738
H 1.529 -2.318 -2.258
H -0.726 -0.709 -2.768
H 2.184 1.074 0.335
H -0.890 -1.162 0.294
H -1.098 -0.906 2.008
H -1.568 1.422 1.408
*
```

=====

# C4H7O4

The ion C4H7O4 with charge +1 at a distorted geometry (ωB97M-V/def2-TZVPD, the Open Molecules 2025 dataset).

Calculated values
- relative energy (zero: lowest compared OMol25 entry of this formula, charge and spin) (eV) = 2.764
- LUMO level (hartree) = -0.1757
- HOMO-LUMO gap (eV) = 10.90

```
! RIJCOSX wB97M-V def2-TZVPD def2/J DEFGRID3
* xyz 1 1
O 0.736 1.247 0.772
O -0.335 1.264 -1.383
O -0.275 0.796 1.506
O -0.190 -0.526 -0.211
C 0.534 0.537 -0.753
C 1.901 0.098 -1.317
C -1.850 -1.027 1.549
C -0.796 -0.254 0.942
H -2.667 -0.491 1.958
H 2.632 0.593 -0.674
H -1.507 -1.550 2.499
H 2.012 0.291 -2.414
H -2.237 -1.826 0.824
H -0.014 1.828 -2.127
H 2.056 -0.981 -1.170
*
```

=====

# C35H67Cl18N4O3

A cluster of 10 separate species, C35H67Cl18N4O3 in total at a distorted geometry (ωB97M-V/def2-TZVPD, the Open Molecules 2025 dataset).

Calculated values
- LUMO level (hartree) = -0.1428
- HOMO-LUMO gap (eV) = 7.25

```
! RIJCOSX wB97M-V def2-TZVPD def2/J DEFGRID3
* xyz 1 1
Cl 0.114 1.939 -0.107
Cl -3.102 -4.656 4.223
Cl -9.977 1.756 6.112
Cl -6.801 -1.886 4.010
Cl -11.364 -1.650 1.479
Cl -0.987 -4.825 6.899
Cl -0.776 -0.534 4.513
Cl -0.514 -2.207 1.551
Cl -12.553 -0.233 5.080
Cl -6.273 5.203 5.596
Cl -10.313 6.124 4.089
Cl -11.306 8.103 6.691
Cl 10.899 0.198 -0.344
Cl -1.704 -0.368 -1.839
Cl -7.280 7.184 8.189
Cl 8.460 0.793 -2.652
Cl -9.900 1.434 1.280
Cl -4.598 -0.820 1.634
O 7.506 -0.832 -4.535
O 10.722 -2.245 -5.521
O 4.978 -4.139 -2.724
N 3.184 1.189 -7.755
N 6.261 -0.186 -7.204
N 4.000 -0.590 -6.369
N 3.114 -0.879 -5.417
C 6.109 -4.282 -1.587
C -3.107 -5.879 5.520
C 9.673 -2.004 -4.560
C 4.723 1.852 -1.571
C 11.671 -1.141 -5.551
C 8.201 -1.899 -5.245
C -4.229 -1.239 3.325
C 4.945 -3.069 -1.662
C 10.601 1.722 -1.217
C -12.341 7.395 5.425
C -1.626 1.598 0.070
C 0.231 -2.659 3.106
C 12.959 -1.633 -6.397
C -0.646 -2.298 4.287
C -1.943 0.132 -0.144
C -8.310 6.471 6.922
C 3.212 2.314 -1.851
C 2.274 1.201 -2.532
C -2.704 -5.298 6.860
C 5.380 -0.567 -6.073
C -9.857 0.118 5.423
C -10.919 -0.143 4.375
C -7.817 5.108 6.482
C 5.568 -1.538 -2.138
C -9.710 0.081 0.138
C 2.409 -0.275 -1.904
C 6.104 -0.882 -4.746
C 3.467 -0.270 -7.750
C 9.126 1.953 -1.475
C -10.979 -0.737 -0.003
C 3.622 -1.149 -4.143
C -5.095 -2.372 3.837
C 2.461 -1.435 -3.048
C 5.073 -1.225 -3.602
C -11.854 6.030 4.979
H 4.158 -0.625 -8.581
H -8.542 4.654 5.804
H 3.276 3.184 -2.611
H 6.681 -1.793 -2.149
H 5.258 -0.801 -1.334
H 2.508 -0.906 -7.839
H -9.917 -0.600 6.243
H 4.079 -3.085 -0.836
H 5.416 2.730 -1.291
H 8.541 1.878 -0.556
H -1.656 -2.700 4.174
H -9.313 6.383 7.343
H -9.444 0.518 -0.827
H 9.877 -0.962 -4.104
H -8.873 -0.533 0.475
H 0.388 -3.739 3.079
H 6.877 -4.358 -2.420
H -10.860 -1.470 -0.803
H -13.343 7.308 5.849
H 2.452 1.257 -3.659
H -8.865 0.037 4.972
H 1.414 -1.387 -3.537
H -11.838 -0.107 -0.243
H 3.222 -0.386 -1.115
H 5.955 0.708 -7.617
H -10.924 0.631 3.608
H -7.678 4.438 7.331
H -4.755 -2.682 4.825
H 10.998 2.525 -0.594
H -3.179 -1.534 3.356
H -2.444 -6.693 5.220
H -1.905 1.894 1.083
H -5.057 -3.238 3.176
H -4.123 -6.273 5.578
H -12.384 8.097 4.591
H 2.749 2.777 -0.908
H 7.219 -0.006 -6.858
H 3.268 1.537 -8.728
H 2.531 -2.488 -2.607
H -2.168 2.233 -0.632
H -4.346 -0.339 3.931
H -2.843 -6.044 7.644
H 12.911 -1.133 -7.431
H -0.218 -2.703 5.204
H 1.411 -0.471 -1.351
H 4.698 1.164 -0.647
H 2.241 1.366 -7.381
H -8.353 7.172 6.087
H -12.582 5.580 4.302
H 12.988 -2.769 -6.495
H -11.714 5.357 5.827
H -10.732 -1.102 3.889
H 5.581 -5.138 -1.059
H 11.997 -0.791 -4.510
H 13.934 -1.266 -5.914
H -2.991 -0.059 0.098
H 8.975 2.950 -1.893
H -3.302 -4.421 7.113
H 1.179 1.559 -2.366
H 9.689 -2.731 -3.669
H 11.251 -0.234 -6.105
H 5.107 1.319 -2.503
H 8.384 -1.672 -6.363
H 1.207 -2.175 3.168
H -1.326 -0.509 0.490
H 11.172 1.696 -2.146
H 7.622 -2.883 -5.199
*
```

=====

no.,DFT total energy (eV),molar mass (g/mol)
1,-8495.284,102.2
2,-37041.433,351.4
3,-42919.765,206.3
4,-88958.133,659.6
5,-16655.930,76.5
6,-17470.096,195.3
7,-1154328.624,1636.9
8,-13820.316,145.1
9,-16089.847,90.1
10,-8906.327,95.1
11,-12440.526,119.1
12,-274874.940,1230.1